ORCA calculation (ωB97M-V with the def2-TZVPD basis set) on C25H24ClI2N6O5SZr as an isolated structure.

```
! RIJCOSX wB97M-V def2-TZVPD def2/J DEFGRID3
* xyz 1 1
H 1.960 -1.391 1.520
H 0.783 4.381 2.834
H 2.175 -1.105 3.762
I 2.309 1.895 -2.542
O 2.436 -3.334 -1.594
C 2.805 3.777 2.477
C -0.575 2.406 1.508
H 4.689 2.896 1.904
C -4.179 1.052 -4.738
C 1.793 -3.366 1.460
C -2.412 0.977 -3.109
O 4.404 -2.857 1.855
I 4.934 1.712 -2.196
O 0.452 -1.394 1.327
H -2.422 2.967 2.370
H -1.251 2.767 -2.902
H -1.026 -5.316 -0.304
C 2.308 -2.215 -1.181
C -3.467 0.356 -3.777
S -2.364 -0.587 2.905
C -2.795 2.987 -4.378
C -1.375 -2.626 -0.363
H -4.084 -0.280 -0.141
C -0.393 -3.384 0.401
H 2.906 -5.182 1.372
C -2.077 2.293 -3.417
C 0.881 -5.426 0.654
C -1.657 0.254 -2.067
O 1.362 -1.363 -1.620
C -1.567 3.450 1.896
Cl 3.141 -2.078 1.747
C 0.600 -2.722 1.111
N -2.104 -0.871 -1.606
H -2.533 4.009 -4.616
H 0.983 -6.487 0.479
C -0.259 -4.768 0.229
C 1.950 -4.706 1.188
C 3.007 1.827 1.139
H -2.773 1.751 0.323
H -1.922 3.986 1.011
N -4.074 -0.292 0.871
H -2.220 -3.157 -0.798
H 3.786 -0.809 1.916
N 1.683 1.693 1.031
C -2.915 0.038 1.490
H -4.629 -0.997 1.327
N -0.910 1.263 1.045
N -1.205 -1.394 -0.685
C 0.892 2.607 1.639
H -1.159 4.187 2.577
O -0.537 0.809 -1.639
H 3.233 4.593 3.044
H 3.538 -2.343 4.276
C 2.953 -1.827 3.526
C 1.426 3.658 2.358
H -4.403 2.907 -5.792
C 3.046 -1.585 -0.051
H -4.992 0.567 -5.262
H -3.709 -0.671 -3.545
N -2.249 1.031 0.799
H 3.608 1.099 0.613
C -3.846 2.368 -5.038
Zr 0.668 -0.079 -0.212
H 3.763 -0.795 -0.268
C 3.611 2.846 1.855
*
```

## Properties
LUMO energy = -5.28 eV
energy relative to the best compared isomer or geometry (same formula, charge and spin) = 20.142 eV
max |F| = 0.0543 hartree/bohr

Löwdin population analysis, charges in e, atoms 1 to 5: 0.026 0.114 0.060 0.312 0.126